This record from OMol25 describes one molecule with the formula C8H14N2O6 at a distorted geometry. The level of theory is ωB97M-V/def2-TZVPD.

CARTESIAN COORDINATES (ANGSTROEM)
O (1.29386, 4.04297, -0.40253)
O (2.09488, 2.26266, 0.67879)
O (-1.78066, 3.02634, 0.58311)
O (1.46782, -4.07563, 1.52214)
O (0.96455, -4.95916, -0.45972)
O (-0.23064, -0.54621, -1.42922)
N (0.03943, 0.75820, 0.39622)
N (0.37387, -1.39494, 1.96109)
C (0.57067, -1.56709, 0.60901)
C (0.90461, -4.02141, 0.45577)
C (-1.24865, 2.71849, -0.67033)
C (0.11487, -2.87855, -0.02459)
C (0.10243, -0.41672, -0.24037)
C (0.06253, 1.97387, -0.45549)
C (-2.19988, 1.98779, -1.59876)
C (1.19040, 2.88822, -0.08161)
H (-1.00277, -3.00664, 0.02647)
H (1.68187, -1.51669, 0.39283)
H (1.55297, -5.63124, -0.10947)
H (0.25975, 1.57850, -1.46821)
H (-2.03429, 0.89663, -1.61343)
H (-1.84041, 2.26163, 1.19868)
H (0.25149, -2.78455, -1.07534)
H (0.15218, 0.85997, 1.35724)
H (-0.41192, -1.89795, 2.23845)
H (-3.24138, 2.23745, -1.37811)
H (1.10508, -1.66085, 2.60580)
H (-2.04326, 2.36768, -2.57873)
H (-1.00549, 3.67601, -1.09014)
H (2.85610, 2.82123, 0.65044)

Values from the calculation:
Kohn-Sham gap	10.08	eV
E_HOMO	-9.62	eV
spin multiplicity	1
energy relative to the best compared isomer or geometry (same formula, charge and spin)	23.0	kcal/mol
SMILES string	C[C@@H](O)[C@H](NC(=O)[C@@H](N)CC(=O)O)C(=O)O

This record from OMol25 describes one molecule with the formula C3H4ClFO at a distorted geometry. The level of theory is ωB97M-V/def2-TZVPD.

CARTESIAN COORDINATES (ANGSTROEM)
Cl (2.18209, -0.44900, 0.02390)
F (0.56406, 1.45219, 0.01840)
O (-1.66838, 0.23702, -0.11644)
C (-0.61489, -0.57545, -0.04134)
C (0.57463, 0.12082, -0.03360)
C (-2.97954, -0.31331, 0.08050)
H (-3.59250, 0.63679, -0.02374)
H (-0.71656, -1.69366, -0.10972)
H (-3.10158, -0.60706, 1.12888)
H (-3.29566, -1.06134, -0.66923)

Values from the calculation:
Kohn-Sham gap	9.29	eV
E_HOMO	-8.43	eV
spin multiplicity	1
energy relative to the best compared isomer or geometry (same formula, charge and spin)	31.2	kcal/mol
SMILES string	CO/C=C(\F)Cl

This record from OMol25 describes one molecule with the formula C6H7Cl at a distorted geometry. The level of theory is ωB97M-V/def2-TZVPD.

CARTESIAN COORDINATES (ANGSTROEM)
Cl (2.93167, 0.04092, 0.25189)
C (0.33452, 1.38628, -0.15276)
C (-1.04571, 1.01517, 0.34575)
C (1.24234, 0.18515, -0.52577)
C (0.46457, -1.08963, -0.76072)
C (-0.42464, -1.24847, 0.42834)
C (-1.33397, -0.28066, 0.68433)
H (-2.23553, -0.60695, 1.31677)
H (-0.22030, -2.18550, 0.92267)
H (1.08611, -1.97949, -0.80729)
H (0.78486, 1.97562, 0.60474)
H (0.39022, 2.13184, -1.00038)
H (-1.79128, 1.77399, 0.43449)
H (-0.18286, -1.11827, -1.74206)

Values from the calculation:
Kohn-Sham gap (alpha / beta)	7.76 / 7.81	eV
E_HOMO (alpha / beta)	-7.97 / -7.57	eV
spin multiplicity	1
energy relative to the best compared isomer or geometry (same formula, charge and spin)	67.4	kcal/mol

This record from OMol25 describes C38H35ClN3O6PPd as an isolated structure at a distorted geometry. The level of theory is ωB97M-V/def2-TZVPD.

CARTESIAN COORDINATES (ANGSTROEM)
Pd (-0.85451, 1.72247, 0.88235)
Cl (4.63728, -0.77733, 0.61201)
P (-0.15686, -1.69410, -1.07859)
O (4.61024, -1.55687, 3.49919)
O (1.24766, 0.34573, 5.03084)
O (-2.78186, 0.43853, 0.66862)
O (-0.44329, -0.25129, -0.97221)
O (-0.23317, 1.44619, 3.80879)
O (3.05747, -0.82250, 4.93313)
N (1.45666, 1.20889, 1.54818)
N (2.47704, 0.86095, 0.73468)
N (-1.10222, 3.89235, 0.69432)
C (3.85845, 1.68408, -1.11803)
C (1.74411, -2.33085, -4.64188)
C (1.11510, -2.02584, -2.33439)
C (-5.10532, 0.06936, 1.10893)
C (3.95421, 2.31167, -2.34860)
C (1.18695, -3.51108, 0.65685)
C (3.40953, -1.72923, -3.01624)
C (-3.81891, 1.76814, 2.41348)
C (2.44074, -1.72057, -2.02747)
C (-0.23878, 4.06871, 1.72297)
C (1.31864, -4.10727, 1.90115)
C (3.06548, -2.04115, -4.32462)
C (-2.84992, -2.00992, -1.34437)
C (-0.34606, -2.61631, 2.80097)
C (3.59937, -0.91014, 3.78036)
C (-3.93791, 1.08464, 1.03111)
C (1.57185, 2.52800, -2.43194)
C (2.60498, 1.47832, -0.53919)
C (-1.62603, -2.64987, -1.54191)
C (0.48503, 5.04596, -0.70446)
C (-4.31915, 2.16797, -0.01141)
C (0.98838, 4.70785, 1.59289)
C (-1.57567, -3.95257, -2.03446)
C (-4.01787, -2.67579, -1.69264)
C (2.91028, -0.13030, 2.67894)
C (2.81330, 2.72972, -3.01672)
C (0.54816, -3.66530, 2.96784)
C (-0.70264, 4.36795, -0.49880)
C (1.71772, 0.63789, 2.72789)
C (0.81567, 0.84640, 3.89700)
C (-3.97023, -3.96033, -2.21942)
C (3.34423, 0.02668, 1.38966)
C (1.46137, 1.93282, -1.18741)
C (0.30609, -2.44621, 0.49608)
C (1.35938, 5.23229, 0.36461)
C (-0.46890, -1.99651, 1.56688)
C (0.77116, -2.30785, -3.65559)
C (-2.74859, -4.60491, -2.37875)
H (-0.93161, -2.27203, 3.64425)
H (1.47077, -2.56302, -5.66454)
H (-1.39776, 4.21977, -1.32079)
H (2.02065, -4.91988, 2.04220)
H (0.67141, 2.83512, -2.94899)
H (-5.12967, 2.81753, 0.34147)
H (-0.61758, -4.44909, -2.14841)
H (-3.65620, 1.01265, 3.18575)
H (2.70953, -1.48015, -1.00623)
H (-4.62410, 1.69526, -0.95074)
H (-2.71269, -5.61554, -2.77004)
H (-4.85192, -0.71741, 1.82409)
H (2.89585, 3.22605, -3.97736)
H (2.28330, 5.78439, 0.24213)
H (0.65772, -4.12892, 3.93992)
H (-2.86615, -1.00094, -0.89831)
H (-5.26001, -0.38906, 0.12702)
H (0.47761, 1.79610, -0.71197)
H (-4.97477, -2.18712, -1.55139)
H (-0.26281, -2.50874, -3.90545)
H (4.43481, -1.48176, -2.76963)
H (-4.88604, -4.47087, -2.49585)
H (-1.14433, -1.15196, 1.41823)
H (-0.59008, 3.75390, 2.69766)
H (-4.71067, 2.35851, 2.66053)
H (1.62887, 4.80976, 2.46088)
H (-3.42645, 2.76906, -0.18887)
H (-6.03601, 0.55731, 1.42411)
H (2.16714, -0.19442, 4.88788)
H (0.72776, 5.42884, -1.68856)
H (3.82274, -2.04798, -5.09947)
H (4.75375, 1.36644, -0.60842)
H (1.78647, -3.84913, -0.18196)
H (4.93178, 2.47488, -2.78800)
H (-2.93994, 2.41295, 2.38824)

Values from the calculation:
Kohn-Sham gap	4.25	eV
net charge	-2
E_HOMO	-0.13	eV
spin multiplicity	1

This record from OMol25 describes one molecule with the formula C3H2O at a distorted geometry. The level of theory is ωB97M-V/def2-TZVPD.

CARTESIAN COORDINATES (ANGSTROEM)
O (-2.23376, -0.28234, 0.65360)
C (1.55777, 0.27744, 0.06726)
C (0.32255, 0.19249, -0.06059)
C (-1.04774, -0.13473, 0.12720)
H (2.59215, 0.65662, 0.06819)
H (-1.19096, -0.70947, -0.85566)

Values from the calculation:
Kohn-Sham gap	8.71	eV
E_HOMO	-9.68	eV
spin multiplicity	1
energy relative to the best compared isomer or geometry (same formula, charge and spin)	51.4	kcal/mol
SMILES string	C#CC=O

This record from OMol25 describes a 2-piece molecular cluster, C15H27FIN2O3 overall at a distorted geometry. The level of theory is ωB97M-V/def2-TZVPD.

CARTESIAN COORDINATES (ANGSTROEM)
I (-0.90137, -0.92820, -2.85971)
F (-1.91199, 2.15845, -0.50313)
O (1.10104, -4.48076, -0.25735)
O (-3.51720, 2.59122, -3.07893)
O (-3.75612, 0.47660, -2.17511)
N (-0.81293, 1.63578, -1.16077)
N (-0.11539, -5.78489, -1.69942)
C (-2.97024, 1.41836, -2.56647)
C (-1.25820, -4.89035, -1.68072)
C (0.46915, 2.31575, 3.47769)
C (-0.17847, -6.98449, -2.50727)
C (0.21637, 2.69835, -1.41331)
C (0.44405, 5.25909, 0.94916)
C (-0.86347, -0.62221, 1.70793)
C (0.44013, 3.63470, 1.11598)
C (0.98420, -5.46947, -0.95553)
C (0.67194, 0.72997, 3.37930)
C (1.83296, -0.51040, 1.25074)
C (0.58705, -0.07481, 2.17340)
C (-1.37387, 1.19166, -2.50342)
C (1.31659, 3.16744, 2.41466)
C (1.16913, 2.98951, -0.16082)
H (-1.62192, -4.79667, -0.65464)
H (-0.33500, -6.70306, -3.55196)
H (0.84324, 5.77347, 1.90318)
H (0.78888, 2.63813, 4.53932)
H (-0.94754, -3.90416, -2.03290)
H (-0.66015, 2.55891, 3.41669)
H (-0.63330, 3.29138, 1.28505)
H (-2.05471, -5.27361, -2.31960)
H (2.26823, 2.58834, 2.10029)
H (0.89749, 2.26875, -2.24639)
H (2.66237, 0.29086, 1.30455)
H (0.89902, 0.16783, 4.36578)
H (-1.01500, -7.60053, -2.16632)
H (1.18271, 5.54018, 0.11401)
H (1.71364, 4.10146, 2.97134)
H (-1.06067, -0.40515, 0.58593)
H (2.22520, -1.56593, 1.46383)
H (1.46143, -0.49707, 0.15835)
H (2.04928, 3.64709, -0.50055)
H (-0.60316, 5.65608, 0.66595)
H (1.60817, 1.97143, 0.16053)
H (-0.87443, 1.76373, -3.36297)
H (-0.93477, -1.75864, 1.88217)
H (1.79238, -6.21437, -1.04145)
H (0.74541, -7.56002, -2.42654)
H (-0.25008, 3.64983, -1.88433)
H (-1.72008, -0.14956, 2.32377)

Values from the calculation:
Kohn-Sham gap	6.36	eV
net charge	-1
E_HOMO	-4.14	eV
spin multiplicity	1

We obtain molar mass values of 234.21, 110.52, 114.57, 802.56, 54.05, 429.29 g mol⁻¹ for the records listed above, in that order.